1.
Here is a molecular structure, C24H36AuN2O4Si at a distorted geometry from the Open Molecules 2025 dataset. Energies are from wB97M-V/def2-TZVPD.

Properties
highest occupied orbital energy	-4.84	eV
Kohn-Sham gap	7.6	eV
ΔE to the lowest compared entry with this formula, charge and spin	0.193	eV
max |F|	0.021	hartree/bohr
lowest unoccupied orbital energy	2.740	eV
charge	-1
spin multiplicity	1
calculated total energy	-48219.3316	eV

Last column: natural (NBO) charge in e.
CARTESIAN COORDINATES (ANGSTROEM)
Au -0.322 -1.998 0.187  0.4930
C 5.635 -2.462 2.717  -0.2246
C 5.630 -3.606 1.925  -0.2169
C 4.554 -3.876 1.095  -0.2473
C 3.483 -2.992 1.050  0.1841
C 3.485 -1.844 1.831  -0.2248
C 4.558 -1.588 2.673  -0.2132
N 2.369 -3.145 0.167  -0.1885
N 2.099 -4.313 -0.132  -0.1876
C 0.941 -4.510 -0.968  0.1225
C 1.042 -5.633 -1.786  -0.2424
C -0.021 -6.014 -2.584  -0.2609
C -1.189 -5.266 -2.546  -0.2086
C -1.277 -4.141 -1.738  -0.2697
C -0.237 -3.724 -0.895  -0.3397
H 6.481 -2.250 3.359  0.2030
H 6.469 -4.291 1.958  0.2031
H 4.527 -4.762 0.474  0.2268
H 2.635 -1.172 1.774  0.2403
H 4.552 -0.699 3.290  0.2095
H 1.980 -6.177 -1.815  0.2039
H 0.060 -6.884 -3.224  0.1966
H -2.045 -5.572 -3.137  0.1946
H -2.203 -3.576 -1.744  0.2025
C 1.838 0.863 -0.730  -0.6413
C 1.392 2.289 -0.421  0.2732
C 2.465 3.006 0.390  -0.6127
C 1.113 3.047 -1.719  -0.6308
O 0.213 2.314 0.376  -0.9478
Si -1.048 1.234 0.394  2.4907
O -0.708 -0.151 1.058  -1.3410
O -2.265 2.019 1.197  -0.9403
C -2.274 3.139 2.063  0.2797
C -2.000 4.417 1.273  -0.6359
C -1.237 2.962 3.173  -0.6401
C -3.674 3.189 2.667  -0.6113
O -1.513 1.134 -1.193  -0.9454
C -2.762 0.741 -1.748  0.2769
C -3.486 -0.264 -0.853  -0.6540
C -3.617 1.991 -1.935  -0.6261
C -2.442 0.099 -3.093  -0.6169
H 2.800 0.874 -1.247  0.2001
H 1.107 0.354 -1.363  0.2324
H 1.933 0.286 0.190  0.2241
H 3.403 3.060 -0.167  0.1958
H 2.642 2.471 1.325  0.2102
H 2.138 4.020 0.628  0.2023
H 1.976 2.996 -2.387  0.1940
H 0.895 4.096 -1.505  0.1976
H 0.249 2.606 -2.216  0.2352
H -1.030 4.347 0.783  0.2356
H -2.005 5.286 1.936  0.1924
H -2.767 4.555 0.507  0.2029
H -0.234 2.926 2.747  0.2319
H -1.421 2.025 3.701  0.2173
H -1.293 3.790 3.884  0.1923
H -4.417 3.314 1.877  0.2047
H -3.764 4.019 3.372  0.1924
H -3.882 2.255 3.191  0.2127
H -3.755 0.197 0.099  0.2248
H -2.835 -1.114 -0.639  0.2356
H -4.395 -0.618 -1.344  0.1963
H -3.753 2.484 -0.971  0.2216
H -4.598 1.732 -2.342  0.1930
H -3.125 2.687 -2.617  0.2018
H -1.799 -0.771 -2.941  0.2262
H -1.916 0.812 -3.732  0.2021
H -3.356 -0.220 -3.600  0.1923

***

2.
Here is a single C5H10O2 molecule at a distorted geometry from the Open Molecules 2025 dataset. Energies are from wB97M-V/def2-TZVPD.

Properties
highest occupied orbital energy	-9.25	eV
SMILES	C[C@@H]1[C@H](O)C[C@@H]1O
Kohn-Sham gap	10.1	eV
ΔE to the lowest compared entry with this formula, charge and spin	2.997	eV
max |F|	0.049	hartree/bohr
lowest unoccupied orbital energy	0.828	eV
charge	0
spin multiplicity	1
calculated total energy	-9440.0461	eV

Last column: natural (NBO) charge in e.
CARTESIAN COORDINATES (ANGSTROEM)
C 0.455 1.775 -0.198  -0.6543
C -0.427 0.706 0.436  -0.2967
C 0.172 -0.614 0.963  0.0833
O 1.500 -0.895 0.351  -0.7321
C -0.839 -1.486 0.216  -0.4667
C -0.981 -0.383 -0.820  0.1481
O 0.081 -0.507 -1.712  -0.7480
H 1.409 1.977 0.310  0.1903
H -0.083 2.727 -0.250  0.2219
H 0.668 1.455 -1.220  0.2419
H -0.945 1.196 1.300  0.2249
H 0.216 -0.777 2.042  0.1829
H 2.049 -0.092 0.368  0.4857
H -1.775 -1.633 0.757  0.2189
H -0.446 -2.452 -0.124  0.2210
H -1.945 -0.239 -1.340  0.1868
H 0.889 -0.758 -1.079  0.4920

***

3.
Here is a molecular structure, C5H12O2 from the Open Molecules 2025 dataset. Energies are from wB97M-V/def2-TZVPD.

Properties
highest occupied orbital energy	-8.71	eV
Kohn-Sham gap	9.5	eV
ΔE to the lowest compared entry with this formula, charge and spin	6.151	eV
max |F|	0.007	hartree/bohr
lowest unoccupied orbital energy	0.755	eV
charge	0
spin multiplicity	1
calculated total energy	-9468.9847	eV

Last column: natural (NBO) charge in e.
CARTESIAN COORDINATES (ANGSTROEM)
C -2.527 -0.878 -0.461  -0.6642
C -1.261 -0.871 -1.090  -0.3024
C -0.264 0.258 0.296  -0.2427
O -1.097 -0.085 1.381  -0.6729
C 1.142 -0.292 -0.027  -0.4280
C 2.158 0.832 0.130  -0.0651
O 2.171 1.197 1.499  -0.7248
H -3.015 -1.835 -0.281  0.2337
H -2.110 -0.586 0.712  0.3424
H -3.215 -0.081 -0.751  0.2152
H -1.038 -0.263 -1.962  0.1996
H -0.688 -1.797 -1.033  0.1986
H -0.540 1.177 -0.236  0.2015
H 0.073 0.766 1.320  0.4661
H 1.216 -0.681 -1.050  0.2059
H 1.383 -1.106 0.665  0.2318
H 1.844 1.684 -0.497  0.1572
H 3.154 0.515 -0.212  0.1707
H 2.615 2.047 1.596  0.4773

***

4.
Here is a molecular structure, C10H13B3O7 at a distorted geometry from the Open Molecules 2025 dataset. Energies are from wB97M-V/def2-TZVPD.

Properties
highest occupied orbital energy	1.61	eV
Kohn-Sham gap	2.9	eV
max |F|	0.040	hartree/bohr
lowest unoccupied orbital energy	4.558	eV
charge	-2
spin multiplicity	1
calculated total energy	-26947.0679	eV

Last column: Mulliken charge in e.
CARTESIAN COORDINATES (ANGSTROEM)
C 3.613 -1.742 0.396  -1.2969
C 3.086 -0.668 -0.579  -0.1937
B 2.023 0.241 0.094  0.7562
O 2.179 0.763 1.430  -0.7317
B 2.416 2.114 1.296  0.5893
O 1.840 2.726 0.192  -0.5669
B 0.669 1.953 -0.076  0.8053
C -0.798 2.465 0.190  -0.7220
O -1.581 1.763 -0.760  -0.4029
C -2.414 0.816 -0.214  -0.1684
C -3.755 1.059 0.012  -0.3306
C -4.578 0.077 0.537  -0.4866
C -4.054 -1.170 0.850  -0.3385
C -2.708 -1.409 0.622  -0.7619
C -1.884 -0.424 0.110  0.1631
O 0.894 0.695 -0.534  -0.6173
H 4.660 -1.975 0.190  0.3697
H 3.568 -1.414 1.433  0.2408
H 3.058 -2.668 0.275  0.2737
H 3.948 -0.021 -0.800  0.3010
H 2.744 -1.103 -1.519  0.4187
H 3.039 2.731 2.103  -0.2069
H -1.105 2.298 1.226  0.4188
H -0.850 3.548 0.032  0.2431
H -4.183 2.024 -0.236  0.3713
H -5.629 0.258 0.714  0.3278
H -4.690 -1.937 1.269  0.3603
H -2.265 -2.367 0.854  0.4312
H -0.827 -0.625 -0.059  0.6154
C 0.911 -2.009 -2.276  0.6052
O 2.127 -2.313 -2.569  -0.8334
O 0.448 -2.191 -1.057  -0.7596
O 0.096 -1.494 -3.146  -0.8736